The following is a DFT calculation (ωB97M-V with the def2-TZVPD basis set) of 8 unconnected molecules or ions with the total composition C55H125N7O9.

The total charge is +6. The LUMO energy is -15.23 eV. The value obtained for the orbital gap is 5.4 eV.

Element x y z (Å)
C 2.94729 -6.67446 -17.98350
C 3.21163 -8.14267 -17.59480
O 2.20609 -8.81739 -17.88687
O 4.29481 -8.57325 -17.22391
H 3.39792 -6.01294 -17.24361
H 1.90350 -6.37688 -18.08374
H 3.52741 -6.39318 -18.86239
C 6.57828 -8.24572 -19.98979
C 7.68449 -7.28580 -19.40664
C 7.23565 -5.81098 -19.86404
C 7.58122 -4.58484 -18.97986
C 6.90678 -4.89011 -17.70770
C 7.58326 -6.07714 -16.99815
N 7.52535 -7.35757 -17.85987
O 7.81882 -8.63511 -17.27190
C 6.73826 -6.33860 -15.74927
C 8.97147 -5.75438 -16.52001
C 9.14964 -7.46398 -19.75591
H 5.57618 -7.99852 -19.63937
H 6.75141 -9.29918 -19.76990
H 6.69556 -8.23520 -21.07342
H 6.15640 -5.76130 -20.00839
H 7.58024 -5.70621 -20.89281
H 7.28583 -3.63971 -19.43548
H 8.66644 -4.50871 -19.04762
H 5.84302 -5.05965 -17.87436
H 6.81665 -4.04937 -17.01985
H 6.81239 -5.55953 -14.99055
H 6.89890 -7.30482 -15.27103
H 5.70626 -6.48920 -16.06613
H 9.68068 -5.45512 -17.29174
H 9.34267 -6.60061 -15.94190
H 9.00690 -4.85090 -15.91127
H 9.85391 -6.84279 -19.20251
H 9.23498 -7.36225 -20.83780
H 9.42627 -8.49691 -19.54466
C -1.03504 -14.40107 -17.62443
C 0.15825 -13.41228 -17.89857
C 0.29775 -12.67110 -16.49975
C 1.60299 -11.94366 -16.10397
C 2.66572 -13.02387 -16.02133
C 2.73258 -13.81781 -17.41320
N 1.32834 -14.26312 -17.96791
O 1.28541 -15.28196 -18.90974
C 3.66521 -15.01329 -17.10919
C 3.26753 -12.92049 -18.58407
C -0.11977 -12.45608 -19.06156
H -0.77946 -15.26263 -17.00758
H -1.59765 -14.61954 -18.53209
H -1.75182 -13.83286 -17.03158
H 0.27063 -13.33860 -15.63847
H -0.50882 -11.94168 -16.42567
H 1.54341 -11.42664 -15.14624
H 1.79993 -11.09604 -16.76035
H 2.42256 -13.60998 -15.13508
H 3.66336 -12.66047 -15.77484
H 3.91632 -15.49471 -18.05433
H 3.08730 -15.74931 -16.55026
H 4.53606 -14.77167 -16.49983
H 2.68931 -12.01076 -18.74577
H 3.19976 -13.50830 -19.49949
H 4.29657 -12.59762 -18.42621
H 0.61551 -11.67128 -19.23923
H -1.10577 -11.99423 -19.01052
H -0.17717 -13.04397 -19.97763
C -0.70612 -3.98375 -18.06926
C -1.26275 -3.27572 -16.89053
C -0.83398 -1.74512 -16.95002
C -1.71188 -0.93401 -17.88123
C -3.18557 -1.14551 -17.73108
C -3.68612 -2.56400 -17.71707
N -2.77584 -3.44547 -16.83991
O -3.32770 -4.66497 -16.53851
C -3.66029 -3.19092 -19.14514
C -5.11927 -2.54425 -17.21068
C -0.70780 -3.88028 -15.55844
H -1.06430 -5.00857 -18.16695
H 0.36215 -4.02069 -17.85586
H -0.81228 -3.48106 -19.03058
H 0.21259 -1.65827 -17.24198
H -0.88501 -1.30730 -15.95311
H -1.53612 -1.21739 -18.91898
H -1.38840 0.09034 -17.69635
H -3.69403 -0.58486 -18.51544
H -3.55017 -0.81126 -16.75977
H -3.77291 -4.27494 -19.16293
H -2.75767 -2.99722 -19.72468
H -4.44771 -2.77467 -19.77347
H -5.58537 -3.49788 -17.45860
H -5.75679 -1.82749 -17.72829
H -5.26197 -2.52310 -16.13027
H -0.99020 -4.93296 -15.57394
H -1.11440 -3.46155 -14.63787
H 0.37640 -3.76810 -15.56104
C 3.21001 -7.07939 -10.43193
C 2.54185 -7.84590 -11.68699
N 2.36482 -6.98399 -12.96674
C 3.73095 -6.96241 -13.76475
C 1.25016 -7.52027 -13.98480
C 1.49631 -8.90575 -14.34976
C 2.04245 -5.54414 -12.64568
C 0.79780 -5.22247 -11.83937
O -0.20692 -5.19720 -12.82091
C -1.46723 -4.93464 -12.25420
H 3.44337 -7.73986 -9.59682
H 2.59475 -6.26980 -10.03935
H 4.07134 -6.51159 -10.78380
H 1.57022 -8.29325 -11.47746
H 3.15432 -8.68503 -12.01690
H 3.74842 -6.47499 -14.73955
H 4.12411 -7.96570 -13.92883
H 4.44233 -6.46889 -13.10257
H 1.23658 -6.85560 -14.84857
H 0.34891 -7.31719 -13.40633
H 0.70821 -9.25700 -15.01580
H 1.37850 -9.38791 -13.37933
H 2.49098 -9.16012 -14.71587
H 1.92490 -5.00232 -13.58415
H 2.95130 -5.12664 -12.21235
H 0.72851 -4.25921 -11.33396
H 0.61119 -5.97199 -11.07027
H -1.84108 -5.84129 -11.77848
H -2.17754 -4.73375 -13.05620
H -1.43286 -4.10790 -11.54467
C 0.65332 -8.23713 -25.15325
C 1.80455 -8.62068 -24.13236
N 1.50226 -8.33407 -22.58281
C 2.81075 -8.68215 -21.82234
C 1.15743 -6.80204 -22.49857
C 1.03243 -6.24489 -21.04667
C 0.26101 -9.23218 -22.18140
C 0.44442 -10.73164 -21.91206
O 0.94750 -11.39961 -23.00919
C 1.29547 -12.74905 -22.78544
H 1.18262 -8.11513 -26.09828
H 0.20276 -7.27145 -24.92400
H 0.00005 -9.09158 -25.33002
H 2.65302 -7.98865 -24.39451
H 2.15345 -9.63956 -24.30047
H 3.55152 -7.88655 -21.90218
H 3.27322 -9.60916 -22.16130
H 2.51458 -8.72576 -20.77426
H 0.29447 -6.54212 -23.11163
H 2.00355 -6.28396 -22.94999
H 2.02365 -6.14163 -20.60517
H 0.38372 -6.84669 -20.41018
H 0.64733 -5.22639 -21.09617
H -0.54562 -8.95962 -22.86195
H 0.05523 -8.81063 -21.19751
H -0.47853 -11.31012 -21.87201
H 1.20034 -10.72012 -21.12684
H 0.39573 -13.34411 -22.62907
H 2.00055 -12.97268 -21.98484
H 1.83381 -13.12787 -23.65423
C -4.49083 -7.66183 -15.77625
N -3.54619 -8.61800 -16.56987
C -3.10034 -9.79612 -15.56226
C -4.28724 -9.31469 -17.69243
C -2.44032 -7.73464 -17.14391
C -1.36192 -8.46208 -18.10141
O -0.53074 -9.39392 -17.49371
H -4.90877 -7.04033 -16.56818
H -3.98812 -7.13064 -14.96803
H -5.23596 -8.31412 -15.32085
H -3.96568 -10.26600 -15.09480
H -2.40433 -9.41896 -14.81299
H -2.48874 -10.44670 -16.18739
H -4.87575 -8.56297 -18.21843
H -5.11001 -9.88843 -17.26583
H -3.61271 -9.96899 -18.24470
H -1.97790 -7.25712 -16.28005
H -3.01586 -7.08864 -17.80688
H -0.74471 -7.62033 -18.41541
H -1.71605 -8.80401 -19.07392
H 0.38747 -9.28820 -17.75313
C 8.57217 -13.30898 -13.78502
N 8.02565 -12.19780 -14.71746
C 8.70443 -10.84792 -14.43057
C 8.16512 -12.61485 -16.22131
C 6.45536 -12.04219 -14.50004
C 5.73914 -10.78704 -14.99780
O 5.63304 -10.99519 -16.38329
H 8.35786 -12.98352 -12.76706
H 9.65723 -13.37867 -13.86176
H 8.14400 -14.28827 -13.99894
H 8.75269 -10.38850 -15.41784
H 9.73624 -11.02145 -14.12507
H 8.21358 -10.19029 -13.71315
H 7.91990 -11.79200 -16.89281
H 7.45042 -13.40109 -16.46447
H 9.22272 -12.77099 -16.43390
H 6.34115 -12.15286 -13.42171
H 5.95933 -12.94100 -14.86636
H 6.30181 -9.90753 -14.68480
H 4.74141 -10.74072 -14.56135
H 5.10935 -10.33294 -16.84022

Atoms 1-6, force components in eV/Å:
C 1.47 0.92 1.06
C -1.95 0.95 -1.90
O -1.43 -1.69 0.10
O 1.76 0.07 0.96
H 0.02 0.21 0.37
H 0.07 -0.46 -0.14

Löwdin atomic charge list, values in e, 4 entries: number 1, C, carries -0.018; number 2, C, carries -0.756; number 3, O, carries -0.070; number 4, O, carries -0.019

---

The following is a DFT calculation (ωB97M-V with the def2-TZVPD basis set) of a molecular structure, C6H12N2O.

The total charge is 0. The LUMO energy (spin up / spin down) is -0.42 / -0.42 eV. The value obtained for the orbital gap (spin up / spin down) is 7.2 / 7.2 eV.

Element x y z (Å)
C -0.55118 -1.30869 1.61989
C 1.47387 1.70709 0.36108
C 0.93865 -0.45540 -1.19809
N -0.22836 0.07849 1.29377
N -1.18692 0.65361 0.46054
C 1.18593 0.21492 0.59190
C -1.42264 0.14470 -0.69825
C -2.13532 -0.37837 -1.64470
O 2.04366 -0.47719 1.15696
H -1.30742 1.65133 0.59530
H 0.28856 -1.68637 2.19580
H -1.45756 -1.33253 2.22549
H -0.67819 -1.94629 0.73654
H 1.51164 2.20748 1.33156
H 0.75517 2.21530 -0.28602
H 2.45607 1.78222 -0.10237
H 0.68056 -1.51047 -1.15820
H 2.01383 -0.35759 -1.32359
H 0.49077 0.02668 -2.07023
H -1.69952 -0.57705 -2.61676
H -3.17158 -0.65188 -1.47062

Atoms 1-6, force components in eV/Å:
C 0.03 0.14 -0.10
C -0.08 -0.12 0.03
C -0.18 0.23 0.50
N 0.02 0.00 -0.12
N 0.35 -0.15 -0.23
C -0.16 -0.14 -0.19

Löwdin atomic charge list, values in e, 4 entries: number 1, C, carries -0.068; number 2, C, carries -0.041; number 3, C, carries -0.032; number 4, N, carries -0.108

---

The following is a DFT calculation (ωB97M-V with the def2-TZVPD basis set) of 3 unconnected molecules or ions with the total composition C24H49BFNO11P3.

The total charge is -1. The LUMO energy is 2.14 eV. The value obtained for the orbital gap is 6.9 eV.

Element x y z (Å)
C -1.07645 -1.00629 0.94274
C -1.52400 -0.51669 2.41560
C -2.43215 -1.48773 3.26824
C -2.87400 -1.05899 4.69314
C -2.40740 0.29283 5.28248
C -1.50540 1.28001 4.45138
C -1.12335 2.65276 5.16031
C 0.43139 3.04306 5.09042
P 0.55428 4.33344 6.51587
N -0.49871 5.51850 6.13456
C 0.91249 3.94770 3.82597
O 2.29538 3.57137 3.59587
B 2.59137 2.21344 4.11644
P 2.54254 0.74525 2.80238
P 2.24177 1.60931 0.81038
O 1.31503 2.83690 0.78545
O 1.63049 0.46925 -0.33527
O 3.82086 2.01646 0.23864
C 3.90111 2.02552 5.08630
C 5.29818 1.85519 4.32692
F 3.63736 0.90557 5.96655
O 1.42316 2.01622 5.03479
C -1.10608 0.84566 3.02629
H 0.07900 -0.96945 0.95223
H -1.53899 -0.37073 0.11961
H -1.33171 -2.12416 0.82574
H -2.77023 -2.49151 2.83252
H -3.54455 -1.76734 5.27400
H -2.74115 0.60377 6.33426
H -1.72480 3.50677 4.70714
H -1.39027 2.54129 6.27972
H 1.88852 4.82054 6.70168
H 0.03634 3.76609 7.75056
H -1.22737 5.58156 6.86939
H 0.94738 5.08266 4.01884
H 0.19998 3.90154 2.91804
H 1.44646 -0.11412 3.15902
H 0.65703 0.61945 -0.35800
H 3.88660 3.00188 0.30117
H 3.98929 2.99777 5.70980
H 5.31006 1.05882 3.51187
H 5.72557 2.81705 3.88765
H 6.06441 1.50368 5.12247
H -0.44241 1.56882 2.43236
C 3.75730 -0.10095 -2.22432
O 3.90160 -1.36129 -2.86440
C 2.65992 -1.96191 -3.20769
C 2.69015 -2.53713 -4.62231
O 2.72353 -1.56566 -5.66960
C 3.92165 -0.80006 -5.81173
C 5.15479 -1.60115 -6.22501
O 5.63012 -2.39438 -5.14376
C 6.08595 -3.67384 -5.53716
H 3.47679 -0.24042 -1.18312
H 4.72100 0.41187 -2.26449
H 3.01793 0.52659 -2.73246
H 1.83982 -1.24353 -3.13341
H 2.48106 -2.77471 -2.49275
H 1.75535 -3.08792 -4.76995
H 3.48825 -3.26806 -4.74671
H 4.10618 -0.20668 -4.91667
H 3.71063 -0.08256 -6.61145
H 5.95977 -0.90941 -6.50120
H 4.89913 -2.22478 -7.09274
H 5.40344 -4.14130 -6.25409
H 6.11795 -4.30610 -4.64694
H 7.09168 -3.60331 -5.96075
C -5.87922 0.24945 -0.18961
O -5.72934 -1.00193 -0.83868
C -6.96632 -1.59613 -1.21225
C -6.90919 -2.15664 -2.63181
O -6.85302 -1.17508 -3.66772
C -5.65029 -0.40988 -3.77826
C -4.41019 -1.20865 -4.17393
O -3.95874 -2.01271 -3.09025
C -3.49611 -3.28977 -3.48594
H -6.17902 0.09711 0.84982
H -4.91337 0.75854 -0.20395
H -6.61279 0.87910 -0.70469
H -7.78630 -0.87661 -1.14678
H -7.16085 -2.41581 -0.50945
H -7.84188 -2.70378 -2.80365
H -6.11029 -2.88789 -2.74759
H -5.48297 0.17439 -2.87395
H -5.84410 0.31566 -4.57481
H -3.59897 -0.51566 -4.42678
H -4.64859 -1.82352 -5.05258
H -4.16393 -3.74956 -4.22144
H -3.48368 -3.93030 -2.60114
H -2.48184 -3.21676 -3.88740

Atoms 1-6, force components in eV/Å:
C 0.64 -0.16 1.80
C -1.66 0.12 2.87
C 1.23 3.65 1.31
C 2.21 2.08 -2.25
C 0.89 -0.80 -3.25
C -1.58 -3.49 -0.65

Löwdin atomic charge list, values in e, 4 entries: number 1, C, carries -0.092; number 2, C, carries -0.198; number 3, C, carries -0.053; number 4, C, carries -0.095

---

The following is a DFT calculation (ωB97M-V with the def2-TZVPD basis set) of C2H2F2S in the gas phase.

As for the SMILES: FCC(F)=S. The total charge is 0. The LUMO energy is -0.33 eV. The value obtained for the orbital gap is 9.6 eV.

Element x y z (Å)
F -1.55649 0.91306 -0.17986
C -0.66688 -0.02523 0.28984
C 0.78382 -0.00325 -0.29901
F 1.22545 1.18411 -0.67502
S 1.69562 -1.29187 -0.38715
H -0.55364 0.18920 1.36787
H -0.92789 -0.96603 -0.11668

Atoms 1-6, force components in eV/Å:
F 0.42 0.21 -0.34
C 1.81 1.31 -0.39
C -0.99 0.82 0.29
F -0.21 0.45 0.01
S 0.34 -0.60 0.01
H -0.27 -0.92 -0.33

Löwdin atomic charge list, values in e, 4 entries: number 1, F, carries -0.033; number 2, C, carries -0.189; number 3, C, carries -0.842; number 4, F, carries 0.031

---

The following is a DFT calculation (ωB97M-V with the def2-TZVPD basis set) of a molecular structure, HN3O3S.

The total charge is 0. The LUMO energy (spin up / spin down) is -0.62 / -0.62 eV. The value obtained for the orbital gap (spin up / spin down) is 8.5 / 8.5 eV.

Element x y z (Å)
N 0.26024 1.01904 1.58803
N 0.66673 0.15016 -0.58773
N -0.53272 -1.19048 -0.77064
O -0.10994 -2.09679 -1.39656
O -0.24978 1.50466 2.55631
O -1.51873 -0.85876 -0.29115
S 0.03218 1.50461 0.04766
H 1.45202 -0.03243 -1.14591

Atoms 1-6, force components in eV/Å:
N 0.86 -1.77 3.13
N -3.07 -1.52 0.80
N 4.24 2.78 -1.12
O -0.21 -0.39 0.20
O -0.25 0.78 -0.60
O -2.53 -0.21 1.11

Löwdin atomic charge list, values in e, 4 entries: number 1, N, carries -0.438; number 2, N, carries -0.312; number 3, N, carries -0.366; number 4, O, carries 0.128

---

Maximum force for the records above, in order: 0.1910 0.0113 0.0791 0.0440 0.1009 hartree/bohr
E_tot for the records above, in order: -87843.421 -11438.449 -80950.776 -18375.421 -21456.822 eV